1.
The following is a DFT calculation (ωB97M-V with the def2-TZVPD basis set) of a cluster of 2 separate species, C2H2BrNO2 in total.

```
8
Properties=species:S:1:pos:R:3:mulliken_charge:R:1
Br -3.9882 -0.2934 -0.5760 -0.19
O 0.9767 1.6953 0.9122 -0.47
O 0.7218 -0.1758 1.8985 -0.47
N 1.0077 0.4808 0.9508 0.78
C 1.3283 -0.1471 -0.2286 0.01
C 1.5470 -0.6545 -1.3031 -0.30
H 1.7972 -0.9019 -2.2595 0.46
H -3.3905 -0.0036 0.6057 0.19
```

## Properties
Lowest unoccupied orbital energy = -0.97 eV
SMILES = C#C[N+](=O)[O-].Br
E_HOMO = -11.11 eV
Spin multiplicity = 1
Energy above the lowest of the compared OMol25 structures with the same formula, charge and spin = 517.3 kJ/mol
Frontier orbital gap = 10.1 eV


2.
The following is a DFT calculation (ωB97M-V with the def2-TZVPD basis set) of a cluster of 3 separate species, C4H14O4 in total.

```
22
Properties=species:S:1:pos:R:3:mulliken_charge:R:1
O -1.9944 2.1461 0.5753 -0.63
O -1.3159 0.8929 -1.8694 -0.55
O 1.7889 -0.0276 0.5457 -0.56
O -1.2088 0.4102 2.5776 -0.70
C 1.5205 -1.1153 -0.3546 0.57
C 1.5218 -2.4594 0.3571 -1.31
C 0.0606 0.5693 -1.6613 -0.59
C 0.2114 -0.8527 -1.0881 -0.69
H -1.5054 -0.4631 2.3315 0.33
H 2.4859 -2.9959 0.2594 0.35
H 0.7271 -3.1317 0.0457 0.33
H -0.6750 -1.0183 -0.4596 0.27
H 0.0629 -1.5367 -1.9165 0.38
H 0.5422 1.3119 -1.0465 0.36
H -0.3024 0.4091 2.1900 0.35
H 1.4054 -2.3018 1.4407 0.33
H 2.2961 -1.0898 -1.1284 0.22
H -2.2155 1.6165 1.3511 0.34
H -2.4638 2.9834 0.6482 0.28
H 0.4592 0.5700 -2.6785 0.26
H -1.6501 1.4720 -1.1544 0.38
H 2.5000 -0.3412 1.1435 0.31
```

## Properties
Lowest unoccupied orbital energy = 0.58 eV
SMILES = C[C@H](O)CCO.O.O
E_HOMO = -9.50 eV
Spin multiplicity = 1
Energy above the lowest of the compared OMol25 structures with the same formula, charge and spin = 23.6 kJ/mol
Frontier orbital gap = 10.1 eV


3.
The following is a DFT calculation (ωB97M-V with the def2-TZVPD basis set) of an isolated molecule of C16H25N3O6S.

```
51
Properties=species:S:1:pos:R:3:mulliken_charge:R:1
S 0.0907 -2.6299 1.0878 1.43
O 3.3625 1.8850 0.8397 -0.33
O 5.0980 1.0152 -0.2946 -0.68
O -2.7328 2.2269 -0.3768 -0.66
O -4.4855 0.9936 0.3441 -0.41
O -0.7373 -1.6884 1.7864 -0.62
O 0.4028 -3.8757 1.7257 -0.76
N -0.5454 -3.0565 -0.4064 -0.35
N 3.6399 -1.5595 -0.1967 0.08
N -3.1275 0.1734 -1.2481 0.14
C -4.8154 2.0270 1.2697 -0.28
C 4.9111 -1.8691 -0.7978 -0.98
C -3.7588 -1.1210 -1.1302 -1.04
C 2.6634 -2.4611 0.0082 -0.89
C -3.3811 1.2069 -0.4036 0.83
C -2.8457 -2.0967 -0.3840 -0.45
C 3.2275 -0.3439 0.2876 -0.19
C -1.4842 -2.1800 -1.0857 -0.39
C -0.8824 -0.7807 -1.2025 -0.14
C -3.9821 1.9249 2.5394 -1.11
C 3.9828 3.1712 0.8277 -0.25
C 3.6474 3.9335 -0.4464 -1.09
C 1.5980 -1.8375 0.6228 -0.11
C 1.9506 -0.4984 0.8056 0.23
C -1.8558 0.1448 -1.9357 -1.51
C 4.0111 0.8901 0.2279 0.33
H 0.0704 -0.8257 -1.7311 0.35
H -2.9332 2.0859 2.3039 0.30
H 5.0665 3.0456 0.9222 0.32
H 5.4831 -2.5331 -0.1473 0.33
H -0.7109 -0.3914 -0.1998 0.19
H -4.0939 0.9398 2.9858 0.28
H -2.6872 -1.7466 0.6365 0.28
H 1.3536 0.2634 1.2618 0.67
H -4.6579 2.9989 0.7906 0.33
H 4.7581 -2.3639 -1.7573 0.35
H 3.5876 3.6830 1.7072 0.31
H 4.0712 4.9322 -0.3953 0.39
H 2.5693 4.0088 -0.5644 0.28
H -1.4688 1.1640 -1.9636 0.56
H -4.3054 2.6795 3.2510 0.39
H 2.7626 -3.4884 -0.2788 0.51
H 5.4691 -0.9474 -0.9470 0.32
H -0.8550 -4.0153 -0.3572 0.35
H -2.0232 -0.2088 -2.9586 0.39
H -4.7078 -1.0063 -0.6091 0.51
H -3.9519 -1.4921 -2.1438 0.32
H 4.0630 3.4182 -1.3089 0.31
H -3.3104 -3.0841 -0.3463 0.41
H -5.8775 1.8839 1.4810 0.31
H -1.6233 -2.5941 -2.0954 0.43
```

## Properties
Lowest unoccupied orbital energy = 0.59 eV
SMILES = CCOC(=O)c1cc(S(=O)(=O)NC2CCN(C(=O)OCC)CC2)cn1C
E_HOMO = -9.04 eV
Spin multiplicity = 1
Energy above the lowest of the compared OMol25 structures with the same formula, charge and spin = 7.1 kJ/mol
Frontier orbital gap = 9.6 eV


4.
The following is a DFT calculation (ωB97M-V with the def2-TZVPD basis set) of an isolated molecule of C2H4Cl2.

```
8
Properties=species:S:1:pos:R:3:mulliken_charge:R:1
Cl 9.1029 8.0236 -16.3928 -0.18
Cl 6.8751 9.8790 -14.0290 -0.19
C 8.0110 7.5765 -15.0422 -0.37
C 8.1040 8.5750 -13.9039 -0.40
H 8.1913 6.5554 -14.7236 0.30
H 7.0122 7.6337 -15.4712 0.27
H 9.0780 9.0610 -13.9350 0.29
H 8.0007 8.1411 -12.9138 0.29
```

## Properties
Lowest unoccupied orbital energy = 0.99 eV
SMILES = ClCCCl
E_HOMO = -10.85 eV
Spin multiplicity = 1
Energy above the lowest of the compared OMol25 structures with the same formula, charge and spin = 16.7 kJ/mol
Frontier orbital gap = 11.8 eV


5.
The following is a DFT calculation (ωB97M-V with the def2-TZVPD basis set) of an isolated molecule of C5H7FN2.

```
15
Properties=species:S:1:pos:R:3:mulliken_charge:R:1
F -1.3208 1.3394 1.0245 -0.27
N -3.2717 -0.8771 -0.6270 -0.38
N -0.0970 0.7273 -1.3396 -0.60
C 1.1706 0.6893 -0.6836 -0.57
C -1.1651 0.1662 0.3841 0.70
C -0.1088 -0.7338 0.9472 -0.84
C -2.3372 -0.3929 -0.1727 0.20
C 1.2308 -0.5754 0.1851 -0.46
H -0.4500 -1.7683 0.8755 0.32
H 1.3726 -1.4429 -0.4575 0.30
H -0.4360 1.6799 -1.4735 0.25
H 2.0665 -0.5143 0.8806 0.33
H 0.0224 -0.4824 2.0000 0.33
H 1.3867 1.5861 -0.0819 0.31
H 1.9369 0.5989 -1.4613 0.37
```

## Properties
Lowest unoccupied orbital energy = -0.08 eV
E_HOMO = -9.39 eV
Spin multiplicity = 1
Energy above the lowest of the compared OMol25 structures with the same formula, charge and spin = 271.8 kJ/mol
Frontier orbital gap = 9.3 eV


6.
The following is a DFT calculation (ωB97M-V with the def2-TZVPD basis set) of a cluster of 2 separate species, C4H8N2 in total.

```
14
Properties=species:S:1:pos:R:3:mulliken_charge:R:1
N -1.9947 -0.8373 0.3174 -0.40
N -0.9468 -0.8513 -0.6416 -0.36
C -0.7266 1.5383 -0.0666 -1.20
C 2.4767 -0.9546 0.0532 -0.59
C -0.2819 0.2232 -0.7362 -0.02
C 1.6964 -0.0466 0.5123 -0.05
H 0.6777 0.2051 -1.1871 0.55
H -2.4085 -1.7088 0.4460 0.24
H 3.4411 -1.2233 0.5201 0.25
H -0.7190 1.6712 1.0548 0.34
H 2.2522 -1.7324 -0.6428 0.31
H -1.7271 -0.2417 1.1594 0.20
H -1.7835 1.6135 -0.3949 0.45
H 0.0439 2.3447 -0.3942 0.29
```

## Properties
Lowest unoccupied orbital energy = -0.30 eV
E_HOMO = -8.63 eV
Spin multiplicity = 1
Energy above the lowest of the compared OMol25 structures with the same formula, charge and spin = 589.4 kJ/mol
Frontier orbital gap = 8.3 eV


Q: Look up the energy above the lowest of the compared OMol25 structures with the same formula, charge and spin of the fourth one.
A: 16.7 kJ/mol